# 1
The following is a quantum chemistry calculation of C35H45BiCl4N3O10S3SeSi as an isolated structure, from OMol25.

Element x y z (Å)
Bi  -1.115  -1.601  -0.561
O  -1.710  1.620  2.074
S  -2.310  0.764  1.065
O  -2.709  -0.539  1.561
O  -1.379  0.618  -0.081
C  -3.864  1.575  0.696
C  -4.391  2.349  1.719
C  -5.669  2.873  1.605
C  -6.428  2.608  0.475
C  -5.901  1.823  -0.539
C  -4.623  1.305  -0.417
S  -3.865  0.453  -1.798
O  -3.375  -0.839  -1.271
O  -4.911  0.229  -2.782
O  -2.841  1.365  -2.249
H  -3.775  2.534  2.586
H  -6.073  3.484  2.401
H  -7.421  3.023  0.381
H  -6.445  1.592  -1.442
C  -0.370  -0.077  -9.273
C  -0.850  -0.351  -7.877
C  -0.084  -1.091  -6.984
C  -0.517  -1.311  -5.686
C  -1.736  -0.794  -5.289
C  -2.516  -0.056  -6.167
C  -2.071  0.167  -7.455
S  -2.373  -0.922  -3.601
C  -3.196  -2.530  -3.892
O  -1.133  -1.307  -2.837
H  0.691  -0.292  -9.364
H  -0.539  0.967  -9.531
H  -0.910  -0.691  -9.996
H  0.868  -1.488  -7.304
H  0.083  -1.857  -4.972
H  -3.450  0.357  -5.816
H  -2.664  0.755  -8.142
H  -2.535  -3.225  -4.395
H  -4.082  -2.330  -4.480
H  -3.478  -2.892  -2.910
C  4.096  -2.015  0.933
Si  2.621  -2.843  -0.004
C  1.692  -4.017  1.193
C  3.347  -3.845  -1.471
Se  1.268  -1.024  -0.750
H  4.917  -2.709  1.081
H  3.793  -1.649  1.908
H  4.458  -1.178  0.344
H  2.214  -4.961  1.308
H  0.705  -4.226  0.795
H  1.571  -3.579  2.178
H  4.404  -4.065  -1.349
H  3.209  -3.281  -2.387
H  2.823  -4.788  -1.592
C  0.655  3.022  6.303
C  1.690  1.998  5.828
C  1.762  0.858  6.854
C  3.067  2.675  5.817
C  1.351  1.417  4.411
O  2.265  0.362  4.186
C  1.445  2.462  3.265
C  2.867  2.685  2.713
C  2.910  2.764  1.211
C  3.351  1.691  0.451
C  3.433  1.771  -0.929
C  3.078  2.956  -1.547
Cl  3.225  3.107  -3.261
C  2.606  4.033  -0.815
C  2.517  3.927  0.559
C  -0.105  0.855  4.403
N  -0.245  -0.302  3.564
C  0.082  -0.488  2.287
N  -0.261  -1.706  1.910
C  -0.819  -2.232  3.020
N  -0.816  -1.414  4.039
H  0.919  3.348  7.308
H  -0.344  2.599  6.338
H  0.635  3.899  5.663
H  2.155  1.243  7.793
H  2.421  0.078  6.490
H  0.785  0.426  7.053
H  3.350  2.938  6.835
H  3.062  3.585  5.228
H  3.816  1.997  5.422
H  2.189  0.092  3.260
H  1.020  3.401  3.613
H  0.802  2.125  2.451
H  3.507  1.863  3.037
H  3.281  3.611  3.116
H  3.635  0.767  0.928
H  3.737  0.907  -1.500
H  2.312  4.940  -1.319
H  2.146  4.762  1.136
H  -0.794  1.618  4.033
H  -0.408  0.511  5.390
H  0.548  0.231  1.647
H  -1.195  -3.232  3.063
Cl  -0.592  -5.175  -5.006
C  -0.649  -5.352  -3.255
Cl  -2.299  -5.721  -2.758
Cl  0.410  -6.681  -2.768
C  -0.098  -4.026  -2.536
O  0.718  -3.406  -3.167
O  -0.583  -3.881  -1.393

Calculated values
LUMO level	2.237	eV
net charge	-1
gap between HOMO and LUMO	8.035	eV
HOMO	-5.8	eV

These are the Löwdin partial charges, in e, on atoms 1 to 4: Bi 1.64; O -0.32; S 0.49; O -0.35


# 2
The following is a quantum chemistry calculation of C32H42F2N9O5S2Ti as an isolated structure, from OMol25.

Element x y z (Å)
Ti  -0.471  -0.835  -0.323
C  3.547  -0.849  1.223
C  2.296  -0.802  0.389
N  1.106  -0.805  0.955
N  1.025  -1.042  2.286
C  0.886  -0.132  3.194
N  0.718  -0.583  4.490
S  0.850  1.564  2.983
C  2.300  -0.810  -1.030
C  3.433  -1.108  -1.816
C  3.335  -1.156  -3.179
C  2.083  -0.893  -3.762
C  1.013  -0.630  -2.947
N  1.068  -0.596  -1.610
H  3.423  -0.181  2.076
H  4.412  -0.527  0.652
H  3.717  -1.860  1.601
H  1.026  -1.528  4.668
H  0.969  0.098  5.190
H  4.365  -1.348  -1.329
H  4.189  -1.395  -3.796
H  1.953  -0.890  -4.830
H  0.054  -0.418  -3.394
O  -1.013  0.985  0.742
C  -2.083  0.751  1.625
C  -2.078  -0.683  2.099
C  -2.567  -1.037  3.338
C  -2.508  -2.365  3.753
C  -1.871  -3.270  2.903
C  -1.379  -2.841  1.695
N  -1.519  -1.573  1.242
H  -0.239  1.327  1.290
H  -3.021  0.971  1.094
H  -2.018  1.414  2.496
H  -2.981  -0.280  3.988
H  -2.906  -2.675  4.705
H  -1.756  -4.306  3.181
H  -0.852  -3.527  1.040
F  -1.333  1.372  -1.905
C  -1.729  0.051  -1.725
F  -2.990  0.162  -1.096
H  -1.985  -0.293  -2.744
C  -3.690  -3.886  -0.279
N  -3.778  -3.879  -1.721
C  -3.755  -5.219  -2.256
C  -2.829  -2.949  -2.337
C  -1.368  -3.338  -2.204
C  -0.928  -4.365  -3.040
C  0.322  -4.930  -2.885
C  1.120  -4.500  -1.841
C  0.701  -3.444  -1.049
C  -0.521  -2.771  -1.229
H  -4.570  -4.392  0.126
H  -3.676  -2.856  0.079
H  -2.792  -4.402  0.096
H  -4.588  -5.773  -1.820
H  -2.824  -5.770  -2.042
H  -3.892  -5.175  -3.335
H  -3.015  -1.992  -1.855
H  -3.109  -2.881  -3.395
H  -1.566  -4.705  -3.849
H  0.654  -5.717  -3.550
H  2.080  -4.970  -1.663
H  1.365  -3.132  -0.246
C  -2.335  1.386  -5.082
C  -1.703  2.011  -6.301
S  -0.047  2.645  -5.858
O  0.616  3.039  -7.080
O  0.642  1.654  -5.076
C  -0.390  4.165  -4.908
C  0.728  4.562  -3.950
N  0.549  4.046  -2.620
C  1.282  3.071  -2.007
N  0.878  2.855  -0.777
C  -0.139  3.707  -0.546
C  -0.374  4.478  -1.674
N  -1.292  5.491  -1.864
O  -1.985  5.846  -0.894
O  -1.401  6.019  -2.997
C  2.454  2.418  -2.633
H  -3.361  1.078  -5.275
H  -2.338  2.080  -4.245
H  -1.754  0.518  -4.788
H  -2.256  2.864  -6.685
H  -1.546  1.291  -7.100
H  -1.323  4.027  -4.374
H  -0.523  4.918  -5.679
H  0.760  5.656  -3.900
H  1.678  4.190  -4.340
H  -0.641  3.750  0.396
H  3.217  3.161  -2.875
H  2.162  1.893  -3.542
H  2.863  1.706  -1.922

Calculated values
spin multiplicity	3
LUMO level (spin up / spin down)	1.673 / 1.673	eV
net charge	-1
gap between HOMO and LUMO (spin up / spin down)	4.403 / 6.429	eV
HOMO (spin up / spin down)	-2.7 / -4.8	eV

These are the Löwdin partial charges, in e, on atoms 1 to 4: Ti 0.90; C -0.02; C -0.28; N -0.11


# 3
The following is a quantum chemistry calculation of a 9-piece molecular cluster, C24H54F15N4O19S5 overall, from OMol25.

Element x y z (Å)
C  4.484  -2.299  -6.952
C  3.285  -1.422  -6.658
C  2.465  -1.897  -5.469
O  1.574  -0.836  -5.194
C  0.942  -0.966  -3.903
N  3.769  -0.030  -6.286
H  4.679  -0.064  -5.823
H  3.730  0.610  -7.081
H  3.147  0.475  -5.620
H  4.204  -3.302  -7.262
H  5.177  -2.420  -6.117
H  5.065  -1.810  -7.739
H  2.688  -1.180  -7.533
H  3.100  -2.121  -4.608
H  1.865  -2.771  -5.740
H  0.699  0.031  -3.557
H  1.539  -1.572  -3.218
H  0.038  -1.569  -4.058
C  -0.879  2.026  -0.124
N  -0.009  1.429  0.924
C  0.531  2.506  1.860
C  -0.864  0.606  1.821
C  1.121  0.551  0.395
C  2.021  1.259  -0.573
O  1.361  1.254  -1.856
H  -0.354  2.686  -0.811
H  -1.834  2.402  0.224
H  -1.008  1.158  -0.782
H  1.070  2.051  2.688
H  -0.376  2.976  2.230
H  1.142  3.122  1.210
H  -1.641  1.175  2.324
H  -0.141  0.167  2.508
H  -1.418  -0.168  1.296
H  0.586  -0.292  -0.032
H  1.665  0.286  1.306
H  2.863  0.571  -0.714
H  2.427  2.228  -0.291
H  1.933  1.823  -2.460
C  -3.340  0.451  2.525
N  -4.681  0.667  1.953
C  -5.359  -0.686  1.817
C  -5.527  1.499  2.893
C  -4.699  1.366  0.581
C  -4.363  2.839  0.704
O  -3.044  2.910  1.089
H  -2.759  -0.026  1.728
H  -3.334  -0.246  3.360
H  -2.775  1.339  2.790
H  -6.319  -0.456  1.360
H  -5.335  -1.251  2.735
H  -4.786  -1.102  0.986
H  -6.464  1.738  2.409
H  -4.916  2.318  3.273
H  -5.659  0.897  3.794
H  -5.676  1.184  0.137
H  -3.924  0.814  0.048
H  -4.962  3.258  1.521
H  -4.717  3.433  -0.145
H  -2.851  3.599  1.769
C  -0.257  -3.800  -1.573
N  -0.197  -4.404  -0.201
C  -1.183  -3.741  0.696
C  -0.490  -5.855  -0.369
C  1.218  -4.264  0.367
C  1.759  -2.831  0.377
O  2.114  -2.469  -0.959
H  -1.089  -4.242  -2.116
H  0.631  -4.107  -2.126
H  -0.244  -2.722  -1.454
H  -1.101  -4.289  1.640
H  -2.220  -3.756  0.379
H  -0.754  -2.785  0.971
H  0.215  -6.291  -1.071
H  -1.509  -5.934  -0.739
H  -0.381  -6.335  0.601
H  1.873  -4.915  -0.208
H  1.101  -4.644  1.382
H  2.675  -2.712  0.953
H  0.976  -2.193  0.772
H  3.047  -2.538  -1.154
C  4.936  3.272  -2.630
F  6.166  3.572  -3.031
F  4.953  2.150  -1.958
F  4.509  4.282  -1.905
S  3.872  3.158  -4.213
O  4.712  2.512  -5.220
O  2.727  2.324  -3.818
O  3.532  4.515  -4.583
C  -3.048  -0.889  -3.023
F  -4.112  -0.591  -3.738
F  -2.345  -1.840  -3.589
F  -2.351  0.222  -2.968
S  -3.659  -1.427  -1.287
O  -4.931  -0.695  -1.116
O  -3.906  -2.853  -1.372
O  -2.614  -1.048  -0.349
C  -2.026  5.382  5.590
F  -1.584  4.876  6.710
F  -3.085  6.172  5.778
F  -1.107  6.181  5.051
S  -2.462  4.018  4.414
O  -2.755  4.594  3.109
O  -1.273  3.187  4.429
O  -3.632  3.381  4.983
C  3.213  3.113  3.494
F  2.068  3.011  4.179
F  2.941  3.829  2.400
F  4.095  3.740  4.244
S  3.718  1.352  3.063
O  4.946  1.465  2.304
O  3.904  0.751  4.380
O  2.569  0.785  2.354
C  1.263  -1.607  5.050
F  2.400  -1.382  5.626
F  0.289  -1.633  5.954
F  0.982  -0.594  4.258
S  1.426  -3.203  4.072
O  2.747  -3.138  3.464
O  1.271  -4.343  4.943
O  0.313  -2.994  3.125

Calculated values
LUMO level	0.774	eV
net charge	-1
gap between HOMO and LUMO	7.160	eV
HOMO	-6.4	eV

These are the Löwdin partial charges, in e, on atoms 1 to 4: C -0.04; C -0.30; C -0.19; O -0.20


Going through the records in order, we get relative energy (zero: lowest compared OMol25 entry of this formula, charge and spin) values of 192.6; 85.8; 0.0 kJ/mol.
Going through the records in order, we get F_max values of 3.5; 2.6; 3.0 eV Å⁻¹.